Entry 1:
Computed, not measured: 7 unconnected molecules or ions with the total composition C25H70N8O7 in a non-equilibrium geometry, with the ωB97M-V functional and the def2-TZVPD basis.

Positions of all 110 atoms, in Å:
C (6.836, -3.163, -3.996)
O (5.820, -3.182, -2.982)
C (4.542, -3.479, -3.460)
C (3.725, -3.940, -2.211)
C (4.350, -5.257, -1.636)
N (2.340, -4.141, -2.510)
H (6.931, -4.111, -4.525)
H (7.799, -2.933, -3.541)
H (6.570, -2.365, -4.689)
H (4.122, -2.564, -3.875)
H (4.653, -4.169, -4.297)
H (3.734, -3.244, -1.372)
H (3.878, -5.493, -0.682)
H (5.385, -4.962, -1.463)
H (4.191, -6.169, -2.212)
H (2.381, -4.720, -3.337)
H (1.967, -4.777, -1.820)
C (-4.870, 7.460, 0.409)
O (-5.003, 6.093, 0.671)
C (-3.986, 5.558, 1.597)
C (-4.084, 4.028, 1.607)
C (-5.507, 3.614, 1.903)
N (-3.306, 3.473, 2.640)
H (-3.891, 7.701, -0.005)
H (-5.122, 7.814, 1.408)
H (-5.609, 7.653, -0.370)
H (-2.972, 5.873, 1.351)
H (-4.236, 5.984, 2.569)
H (-3.805, 3.610, 0.639)
H (-5.532, 2.527, 1.972)
H (-6.156, 3.895, 1.073)
H (-5.989, 4.099, 2.752)
H (-2.434, 3.956, 2.476)
H (-3.621, 3.967, 3.463)
C (-2.036, -7.045, 0.076)
O (-0.880, -7.867, 0.032)
C (-0.689, -8.762, 1.138)
C (-1.264, -10.182, 0.737)
C (-0.982, -11.241, 1.805)
N (-0.508, -10.629, -0.400)
H (-2.504, -6.775, -0.870)
H (-1.773, -6.094, 0.540)
H (-2.807, -7.587, 0.623)
H (0.381, -8.810, 1.344)
H (-1.027, -8.438, 2.122)
H (-2.336, -10.118, 0.549)
H (-1.629, -11.078, 2.667)
H (0.073, -11.343, 2.061)
H (-1.292, -12.223, 1.447)
H (0.452, -10.719, -0.101)
H (-0.490, -9.793, -0.967)
C (1.206, 5.240, -6.332)
O (0.829, 4.480, -7.446)
C (-0.522, 4.246, -7.629)
C (-0.853, 3.385, -8.887)
C (-0.695, 4.185, -10.164)
N (-2.159, 2.824, -8.779)
H (0.796, 6.250, -6.316)
H (2.294, 5.267, -6.266)
H (0.968, 4.671, -5.433)
H (-0.843, 3.735, -6.722)
H (-1.087, 5.177, -7.581)
H (-0.198, 2.514, -8.908)
H (-0.859, 3.476, -10.975)
H (0.310, 4.591, -10.283)
H (-1.335, 5.065, -10.230)
H (-2.264, 2.257, -7.949)
H (-2.889, 3.503, -8.617)
C (-5.468, -1.597, 7.363)
O (-4.695, -1.936, 6.250)
C (-3.271, -1.920, 6.469)
C (-2.461, -2.426, 5.303)
C (-1.049, -1.891, 5.318)
N (-2.994, -1.858, 4.025)
H (-5.277, -2.238, 8.223)
H (-6.557, -1.629, 7.326)
H (-5.214, -0.565, 7.605)
H (-2.986, -0.868, 6.478)
H (-3.005, -2.378, 7.421)
H (-2.535, -3.507, 5.183)
H (-0.458, -2.374, 6.096)
H (-1.044, -0.807, 5.427)
H (-0.455, -2.150, 4.441)
H (-2.859, -0.862, 4.127)
H (-3.969, -1.863, 4.289)
C (6.254, 4.124, 4.159)
O (5.636, 5.156, 3.415)
C (4.288, 4.977, 3.075)
C (3.722, 6.393, 2.664)
C (3.508, 7.354, 3.801)
N (2.420, 6.058, 2.252)
H (5.661, 3.876, 5.039)
H (7.210, 4.431, 4.583)
H (6.369, 3.206, 3.582)
H (4.254, 4.239, 2.273)
H (3.711, 4.692, 3.955)
H (4.279, 6.920, 1.889)
H (2.661, 7.040, 4.411)
H (3.167, 8.323, 3.437)
H (4.337, 7.433, 4.505)
H (2.117, 6.714, 1.547)
H (2.431, 5.143, 1.824)
N (0.320, 0.241, -0.251)
C (0.849, 1.029, -1.133)
N (0.962, 0.373, -2.200)
O (1.010, 2.234, -1.025)
H (0.117, 0.555, 0.687)
H (0.213, -0.736, -0.484)
H (0.862, -0.628, -2.291)
H (1.448, 0.923, -2.894)

Values from the calculation:
* relative energy (zero: lowest compared OMol25 entry of this formula, charge and spin): 516.23 kJ/mol
* SMILES: COC[C@H](C)N.COC[C@H](C)N.COC[C@H](C)N.COC[C@H](C)N.COC[C@H](C)N.COC[C@H](C)N.NC(N)=O
* E: -53307.1417 eV
* HOMO-LUMO gap: 9.5 eV
* HOMO level: -9.113 eV

Atom charges from the Löwdin analysis, given in e for atoms 1 to 6:
1 C -0.084
2 O -0.215
3 C -0.209
4 C -0.424
5 C -0.059
6 N 0.018

=====

Entry 2:
Computed, not measured: 7 unconnected molecules or ions with the total composition C25H70N8O7 in a non-equilibrium geometry, with the ωB97M-V functional and the def2-TZVPD basis.

Positions of all 110 atoms, in Å:
C (33.892, 17.907, -10.866)
O (34.136, 17.249, -9.673)
C (33.145, 17.372, -8.680)
C (31.853, 16.619, -8.839)
C (31.165, 16.567, -7.477)
N (31.940, 15.275, -9.438)
H (33.829, 19.007, -10.672)
H (32.960, 17.710, -11.403)
H (34.787, 17.840, -11.472)
H (33.668, 17.118, -7.750)
H (32.976, 18.462, -8.559)
H (31.193, 17.193, -9.500)
H (31.915, 16.316, -6.720)
H (30.480, 15.714, -7.466)
H (30.603, 17.466, -7.258)
H (32.689, 14.746, -8.984)
H (32.262, 15.430, -10.401)
C (20.714, 10.987, -7.318)
O (22.029, 11.333, -7.649)
C (22.262, 11.299, -9.068)
C (23.680, 11.768, -9.320)
C (23.987, 11.857, -10.798)
N (24.649, 10.928, -8.661)
H (20.016, 11.836, -7.453)
H (20.662, 10.720, -6.263)
H (20.294, 10.170, -7.918)
H (22.156, 10.262, -9.437)
H (21.512, 11.932, -9.561)
H (23.775, 12.764, -8.871)
H (24.010, 10.859, -11.274)
H (25.037, 12.123, -10.993)
H (23.325, 12.519, -11.348)
H (24.475, 10.808, -7.667)
H (24.451, 10.004, -9.071)
C (26.030, 10.515, -14.931)
O (26.079, 11.606, -14.113)
C (25.008, 12.478, -14.318)
C (25.013, 13.151, -15.686)
C (26.315, 13.961, -15.898)
N (23.852, 14.137, -15.581)
H (26.990, 10.021, -15.111)
H (25.710, 10.729, -15.961)
H (25.374, 9.749, -14.494)
H (24.123, 11.873, -14.086)
H (25.045, 13.268, -13.561)
H (24.723, 12.479, -16.488)
H (27.198, 13.295, -15.798)
H (26.376, 14.728, -15.144)
H (26.424, 14.305, -16.925)
H (24.057, 14.898, -14.932)
H (23.760, 14.669, -16.450)
C (34.093, 15.395, -13.372)
O (33.808, 16.672, -13.900)
C (32.727, 16.619, -14.880)
C (32.163, 17.999, -14.950)
C (30.853, 18.074, -15.710)
N (33.120, 18.989, -15.474)
H (35.074, 15.437, -12.908)
H (34.024, 14.615, -14.139)
H (33.336, 15.152, -12.608)
H (33.258, 16.380, -15.822)
H (31.951, 15.899, -14.640)
H (31.986, 18.317, -13.907)
H (30.994, 17.731, -16.742)
H (30.497, 19.105, -15.743)
H (30.123, 17.403, -15.262)
H (33.853, 19.143, -14.794)
H (32.603, 19.854, -15.591)
C (28.721, 10.938, -4.986)
O (28.840, 11.405, -6.305)
C (27.792, 12.200, -6.687)
C (28.102, 12.766, -8.032)
C (27.256, 14.001, -8.303)
N (27.905, 11.723, -9.084)
H (29.574, 11.175, -4.350)
H (28.502, 9.863, -4.970)
H (27.858, 11.391, -4.466)
H (26.838, 11.654, -6.722)
H (27.631, 13.034, -5.983)
H (29.163, 13.040, -8.005)
H (27.381, 14.344, -9.329)
H (27.547, 14.767, -7.586)
H (26.188, 13.754, -8.233)
H (26.890, 11.607, -9.186)
H (28.240, 10.890, -8.591)
C (29.268, 9.506, -12.397)
O (28.249, 8.557, -12.770)
C (28.149, 7.465, -11.938)
C (26.825, 6.760, -12.154)
C (25.689, 7.590, -11.646)
N (26.806, 5.472, -11.445)
H (29.464, 10.105, -13.287)
H (30.229, 9.011, -12.176)
H (28.945, 10.116, -11.548)
H (28.987, 6.746, -12.091)
H (28.341, 7.717, -10.869)
H (26.788, 6.589, -13.233)
H (25.796, 8.612, -12.011)
H (25.739, 7.596, -10.554)
H (24.738, 7.165, -11.953)
H (27.611, 4.916, -11.741)
H (26.974, 5.677, -10.457)
N (27.991, 12.799, -12.090)
C (28.983, 13.794, -11.893)
N (29.748, 13.660, -10.720)
O (29.229, 14.702, -12.774)
H (27.728, 12.206, -11.324)
H (27.520, 12.788, -12.973)
H (30.448, 14.385, -10.516)
H (29.462, 13.013, -10.000)

Values from the calculation:
* relative energy (zero: lowest compared OMol25 entry of this formula, charge and spin): 164.62 kJ/mol
* SMILES: COC[C@H](C)N.COC[C@H](C)N.COC[C@H](C)N.COC[C@H](C)N.COC[C@H](C)N.COC[C@H](C)N.NC(N)=O
* E: -53310.7859 eV
* HOMO-LUMO gap: 9.5 eV
* HOMO level: -8.919 eV

Atom charges from the Löwdin analysis, given in e for atoms 1 to 6:
1 C -0.138
2 O -0.181
3 C -0.222
4 C -0.433
5 C -0.056
6 N 0.043

=====

Entry 3:
Computed, not measured: 7 unconnected molecules or ions with the total composition C25H70N8O7 in a non-equilibrium geometry, with the ωB97M-V functional and the def2-TZVPD basis.

Positions of all 110 atoms, in Å:
C (-2.994, -2.870, -4.836)
O (-3.490, -3.629, -5.695)
N (-2.966, -3.001, -3.539)
N (-2.554, -1.694, -5.189)
H (-2.677, -2.133, -3.110)
H (-3.239, -3.837, -3.043)
H (-2.735, -1.380, -6.132)
H (-1.813, -1.247, -4.670)
C (4.598, -1.507, -7.784)
C (4.139, -2.808, -7.125)
C (3.137, -2.568, -6.004)
O (2.061, -1.822, -6.466)
C (1.148, -1.218, -5.581)
N (3.745, -3.683, -8.184)
H (3.706, -0.975, -8.117)
H (5.146, -1.728, -8.700)
H (5.119, -0.854, -7.084)
H (5.026, -3.293, -6.718)
H (3.630, -1.987, -5.224)
H (2.902, -3.545, -5.580)
H (0.091, -1.336, -5.818)
H (1.351, -0.161, -5.407)
H (1.128, -1.773, -4.643)
H (4.579, -3.533, -8.734)
H (2.942, -3.386, -8.719)
C (-0.643, -2.099, 6.047)
C (-1.155, -1.415, 7.296)
C (-0.111, -0.371, 7.892)
O (1.143, -0.894, 8.202)
C (1.108, -1.820, 9.346)
N (-2.392, -0.656, 7.229)
H (-0.558, -1.396, 5.219)
H (-1.282, -2.942, 5.783)
H (0.387, -2.390, 6.252)
H (-1.269, -2.194, 8.050)
H (-0.580, 0.056, 8.778)
H (0.105, 0.420, 7.174)
H (2.106, -1.924, 9.772)
H (0.701, -2.795, 9.078)
H (0.533, -1.435, 10.188)
H (-2.272, 0.191, 6.693)
H (-2.619, -0.307, 8.149)
C (3.146, -0.798, 4.885)
C (2.774, 0.747, 5.004)
C (3.685, 1.606, 3.976)
O (4.029, 2.729, 4.685)
C (4.758, 3.739, 4.037)
N (1.379, 0.850, 4.628)
H (2.799, -1.187, 3.928)
H (2.451, -1.294, 5.563)
H (4.182, -1.095, 5.050)
H (2.986, 1.079, 6.021)
H (3.045, 1.719, 3.100)
H (4.609, 1.144, 3.629)
H (5.820, 3.645, 4.263)
H (4.560, 4.784, 4.277)
H (4.499, 3.695, 2.979)
H (1.050, 0.295, 5.405)
H (1.156, 1.806, 4.867)
C (-1.511, 4.687, -1.889)
C (-0.334, 5.065, -2.768)
C (-0.351, 4.524, -4.261)
O (0.794, 4.966, -5.017)
C (0.764, 4.554, -6.331)
N (0.000, 6.482, -2.744)
H (-1.327, 3.646, -1.623)
H (-2.499, 4.718, -2.349)
H (-1.405, 5.239, -0.956)
H (0.516, 4.619, -2.252)
H (-1.270, 4.812, -4.773)
H (-0.211, 3.448, -4.362)
H (-0.048, 4.985, -6.918)
H (0.708, 3.488, -6.549)
H (1.634, 5.010, -6.804)
H (-0.815, 6.961, -3.099)
H (0.742, 6.477, -3.430)
C (-3.844, -0.020, 2.459)
C (-4.157, -0.288, 0.985)
C (-4.219, -1.822, 0.574)
O (-2.980, -2.401, 0.731)
C (-2.909, -3.741, 0.348)
N (-5.379, 0.332, 0.706)
H (-3.020, -0.649, 2.797)
H (-4.680, -0.285, 3.106)
H (-3.741, 1.027, 2.742)
H (-3.574, 0.316, 0.289)
H (-4.585, -1.919, -0.448)
H (-4.974, -2.240, 1.240)
H (-3.438, -4.494, 0.932)
H (-1.890, -4.129, 0.334)
H (-3.238, -3.799, -0.690)
H (-5.964, -0.278, 0.152)
H (-5.885, 0.444, 1.573)
C (-0.166, 0.117, -2.372)
C (-0.589, -1.047, -1.452)
C (-0.083, -0.861, -0.034)
O (-0.861, 0.187, 0.725)
C (-0.387, 0.505, 1.973)
N (-1.988, -1.075, -1.640)
H (-0.556, 0.033, -3.387)
H (0.923, 0.160, -2.404)
H (-0.382, 1.129, -2.029)
H (-0.316, -2.039, -1.811)
H (0.985, -0.650, 0.016)
H (-0.154, -1.761, 0.577)
H (0.663, 0.799, 1.976)
H (-0.664, -0.331, 2.615)
H (-0.905, 1.372, 2.384)
H (-2.279, -1.644, -0.858)
H (-2.258, -0.153, -1.328)

Values from the calculation:
* relative energy (zero: lowest compared OMol25 entry of this formula, charge and spin): 127.98 kJ/mol
* E: -53298.1171 eV
* spin multiplicity: 2
* <S²>: 0.757
* HOMO-LUMO gap (alpha / beta): 6.8 / 1.1 eV
* HOMO level (alpha / beta): -9.992 / -9.992 eV
* net charge: +1

Atom charges from the Löwdin analysis, given in e for atoms 1 to 6:
1 C -0.753
2 O -0.002
3 N 0.165
4 N 0.150
5 H 0.046
6 H 0.108

=====

Entry 4:
Computed, not measured: a molecular structure, C25H72GaIO11PS12 in a non-equilibrium geometry, with the ωB97M-V functional and the def2-TZVPD basis.

Positions of all 123 atoms, in Å:
C (2.537, 1.190, 2.933)
C (1.520, 0.337, 2.927)
C (0.107, -0.431, 3.196)
Ga (-1.454, 0.420, 2.128)
I (-0.597, 2.370, 0.534)
P (-2.999, 1.304, 3.651)
S (-2.816, 3.280, 3.695)
H (3.188, 2.149, 2.920)
H (-0.147, -0.454, 4.336)
H (0.221, -1.516, 2.827)
H (-2.111, -0.718, 1.184)
H (-2.644, 0.790, 4.954)
H (-4.370, 0.918, 3.349)
C (0.567, -1.771, -3.329)
S (1.462, -1.258, -1.845)
O (0.468, -1.166, -0.734)
C (1.806, 0.424, -2.405)
H (0.218, -2.795, -3.186)
H (-0.291, -1.116, -3.493)
H (1.237, -1.734, -4.190)
H (0.871, 0.942, -2.626)
H (2.437, 0.390, -3.296)
H (2.334, 0.953, -1.610)
C (-3.375, -3.458, -4.156)
S (-1.961, -4.044, -5.114)
O (-2.220, -3.708, -6.549)
C (-2.307, -5.803, -4.895)
H (-3.385, -2.367, -4.184)
H (-4.302, -3.840, -4.588)
H (-3.278, -3.791, -3.120)
H (-3.301, -6.039, -5.279)
H (-2.244, -6.057, -3.836)
H (-1.560, -6.375, -5.448)
C (4.212, 4.997, -1.530)
S (3.806, 3.383, -2.233)
O (3.700, 2.415, -1.099)
C (5.408, 3.119, -3.023)
H (3.356, 5.347, -0.950)
H (5.082, 4.911, -0.877)
H (4.416, 5.704, -2.337)
H (6.202, 3.151, -2.276)
H (5.573, 3.887, -3.779)
H (5.400, 2.137, -3.502)
C (-4.030, -10.787, -3.260)
S (-3.621, -9.062, -2.909)
O (-3.192, -8.432, -4.196)
C (-2.130, -9.416, -1.953)
H (-4.921, -10.811, -3.888)
H (-3.202, -11.266, -3.787)
H (-4.233, -11.311, -2.324)
H (-1.422, -9.981, -2.562)
H (-2.396, -9.985, -1.060)
H (-1.677, -8.469, -1.656)
C (0.067, 5.879, 7.608)
S (-0.337, 4.269, 6.892)
O (-0.443, 3.292, 8.019)
C (1.265, 4.012, 6.098)
H (-0.789, 6.224, 8.190)
H (0.937, 5.789, 8.261)
H (0.271, 6.593, 6.807)
H (2.061, 4.039, 6.847)
H (1.429, 4.787, 5.348)
H (1.258, 3.035, 5.613)
C (-7.504, 0.541, 7.129)
S (-6.825, 0.767, 5.470)
O (-5.814, -0.313, 5.247)
C (-5.923, 2.286, 5.845)
H (-8.083, -0.384, 7.144)
H (-6.693, 0.471, 7.857)
H (-8.157, 1.380, 7.373)
H (-5.211, 2.107, 6.654)
H (-6.629, 3.068, 6.132)
H (-5.381, 2.600, 4.950)
C (-10.933, -0.898, 5.144)
S (-10.431, 0.614, 4.292)
O (-10.397, 1.712, 5.307)
C (-11.954, 0.803, 3.339)
H (-10.138, -1.187, 5.833)
H (-11.853, -0.722, 5.705)
H (-11.084, -1.695, 4.413)
H (-12.810, 0.872, 4.013)
H (-12.072, -0.050, 2.668)
H (-11.882, 1.719, 2.750)
C (8.985, 3.258, -4.370)
S (8.864, 4.701, -3.289)
O (7.429, 5.123, -3.263)
C (9.742, 5.830, -4.391)
H (8.463, 2.425, -3.895)
H (8.521, 3.475, -5.334)
H (10.036, 2.995, -4.509)
H (9.231, 5.885, -5.354)
H (10.768, 5.480, -4.529)
H (9.757, 6.820, -3.932)
C (0.630, -4.815, 3.815)
S (0.159, -5.372, 2.163)
O (0.059, -6.865, 2.203)
C (1.729, -4.954, 1.373)
H (-0.197, -5.016, 4.497)
H (1.517, -5.356, 4.152)
H (0.830, -3.742, 3.795)
H (2.547, -5.486, 1.863)
H (1.892, -3.876, 1.434)
H (1.679, -5.253, 0.325)
C (14.612, 6.031, -2.800)
S (14.351, 4.574, -3.835)
O (12.996, 4.702, -4.456)
C (14.212, 3.399, -2.470)
H (14.689, 6.906, -3.447)
H (13.770, 6.159, -2.116)
H (15.540, 5.916, -2.236)
H (13.395, 3.692, -1.807)
H (15.153, 3.370, -1.917)
H (14.006, 2.411, -2.883)
C (-6.668, -1.118, -5.383)
S (-5.773, -0.602, -3.900)
O (-6.766, -0.509, -2.788)
C (-5.432, 1.079, -4.466)
H (-7.016, -2.142, -5.240)
H (-7.526, -0.463, -5.548)
H (-5.998, -1.081, -6.245)
H (-6.368, 1.596, -4.687)
H (-4.802, 1.043, -5.357)
H (-4.904, 1.610, -3.672)

Values from the calculation:
* E: -249394.1287 eV
* HOMO-LUMO gap: 5.3 eV
* HOMO level: -4.088 eV
* net charge: -1

Atom charges from the Löwdin analysis, given in e for atoms 1 to 6:
1 C -0.011
2 C -0.226
3 C -0.344
4 Ga -0.156
5 I 0.108
6 P 0.116